The following is a quantum chemistry calculation of a structure of composition C14H38B2KO7S3Sn in a non-equilibrium geometry, from the Open Molecules 2025 dataset.

```
66
Properties=species:S:1:pos:R:3:mulliken_charge:R:1
Sn -2.426 -3.185 1.168 1.16
K -1.986 -0.514 -2.722 0.85
B -4.286 -1.907 -1.359 0.71
H -5.038 -2.747 -1.185 -0.17
H -3.369 -2.330 -1.832 -0.49
H -4.810 -1.153 -2.035 -0.23
H -4.000 -1.439 -0.340 -0.45
B -0.559 -0.880 -0.036 2.75
H -1.122 -1.657 -0.604 -0.82
H 0.477 -0.827 -0.513 -0.76
H -1.109 0.083 -0.156 -0.56
H -0.437 -1.151 1.070 -0.91
C 0.745 -4.749 -0.435 -0.58
S -0.345 -4.742 -1.901 0.36
O -1.733 -4.272 -1.454 -0.48
C 0.620 -3.353 -2.654 -0.50
H 0.516 -5.646 0.143 0.36
H 0.632 -3.887 0.224 -0.12
H 1.783 -4.870 -0.745 0.40
H 1.597 -3.727 -2.954 0.42
H 0.658 -2.548 -1.916 -0.20
H 0.175 -2.788 -3.473 0.40
C 0.265 -1.282 4.261 -0.68
S 1.206 -2.616 3.399 0.34
O 0.137 -3.408 2.657 -0.56
C 2.110 -1.543 2.195 -0.68
H 0.866 -0.762 5.007 0.45
H -0.575 -1.713 4.804 0.36
H -0.107 -0.583 3.513 -0.07
H 2.116 -0.524 2.576 0.40
H 1.754 -1.510 1.165 -0.14
H 3.119 -1.920 2.022 0.48
C 3.636 1.263 -3.481 -0.54
S 4.843 0.952 -2.157 0.44
O 4.649 2.098 -1.184 -0.61
C 4.037 -0.470 -1.402 -0.55
H 3.627 0.669 -4.393 0.43
H 3.775 2.279 -3.859 0.36
H 2.665 1.347 -2.993 -0.24
H 4.435 -1.346 -1.917 0.46
H 2.952 -0.477 -1.525 -0.15
H 4.215 -0.522 -0.330 0.30
O -2.862 -0.574 2.867 -0.53
C -2.862 0.630 2.975 0.46
O -2.336 1.174 4.058 -0.37
C -2.437 2.631 4.115 -0.41
C -3.191 2.969 2.795 -0.45
C -3.141 1.721 1.956 0.23
H -1.402 2.960 4.187 0.31
H -2.995 2.917 5.003 0.25
H -2.735 3.865 2.381 0.33
H -4.256 3.037 3.013 0.27
H -2.410 1.551 1.163 -0.50
H -4.096 1.447 1.505 0.37
O -0.382 2.138 -3.551 -0.65
C 0.240 2.806 -2.749 0.61
O 0.636 4.025 -3.149 -0.38
C 1.216 4.851 -2.133 -0.44
C 0.771 4.105 -0.891 -0.66
C 0.607 2.668 -1.310 0.95
H 0.868 5.882 -2.161 0.33
H 2.305 4.909 -2.182 0.26
H -0.247 4.295 -0.541 0.28
H 1.455 4.175 -0.046 0.37
H -0.006 2.057 -0.651 -0.28
H 1.555 2.115 -1.303 -0.29
```

## Properties
Charge: +1
E_HOMO: -11.24 eV
E: -85469.6729 eV
Energy relative to the best compared isomer or geometry (same formula, charge and spin): 125.6 kJ/mol